Density functional theory data (ωB97M-V with the def2-TZVPD basis set) for a molecular structure, C44H70BN10O8Pb in a non-equilibrium geometry.

Each line ends with the Mulliken charge.
CARTESIAN COORDINATES (ANGSTROEM)
Pb -0.183 0.197 0.590  4.572
O 7.048 0.586 -4.264  -0.669
C 6.594 1.011 -3.154  0.632
O 5.838 0.315 -2.387  -0.393
B 5.450 1.056 -1.208  1.192
O 6.254 2.285 -1.268  -0.681
C 6.954 2.335 -2.403  0.484
O 7.761 3.237 -2.741  -0.616
O 5.753 0.310 0.009  -0.498
C 4.650 0.009 0.610  0.424
O 4.462 -0.673 1.604  -0.686
C 3.450 0.696 -0.143  0.505
O 4.011 1.304 -1.099  -0.218
O 2.217 0.709 0.131  -0.158
C -0.038 6.154 2.801  -1.133
C -0.731 6.029 1.427  -0.311
C -1.680 4.826 1.392  -0.063
C -1.113 3.509 1.703  0.204
N -0.655 2.443 1.975  -0.425
H 0.601 7.037 2.823  0.418
H 0.626 5.338 3.083  0.155
H -0.809 6.250 3.566  0.318
H -0.009 5.925 0.616  0.108
H -1.275 6.945 1.197  0.406
H -2.146 4.721 0.413  -0.278
H -2.510 5.063 2.058  0.485
C -1.862 -2.268 -4.293  -1.102
C -1.760 -3.617 -3.582  -0.330
C -2.580 -3.589 -2.282  -0.600
C -2.066 -2.692 -1.230  -0.562
N -1.678 -1.974 -0.444  0.327
H -1.613 -1.378 -3.716  0.144
H -2.790 -2.172 -4.857  0.382
H -1.059 -2.380 -5.022  0.334
H -0.723 -3.857 -3.347  0.051
H -2.054 -4.428 -4.249  0.487
H -2.393 -4.554 -1.811  0.350
H -3.632 -3.364 -2.452  0.416
C -3.580 3.962 -2.525  -1.076
C -4.607 3.542 -1.529  -0.335
C -4.705 2.008 -1.401  -0.788
C -3.547 1.427 -0.713  0.199
N -2.640 0.926 -0.201  -0.840
H -2.568 3.645 -2.274  0.097
H -3.505 5.023 -2.763  0.371
H -3.745 3.551 -3.521  0.462
H -5.619 3.879 -1.754  0.372
H -4.400 4.001 -0.563  0.258
H -4.715 1.581 -2.403  0.335
H -5.649 1.658 -0.982  0.415
C 4.146 -2.885 -1.702  -0.446
C 3.365 -4.217 -1.393  -0.578
C 2.825 -4.252 0.035  -0.632
C 1.954 -3.105 0.359  0.215
N 1.277 -2.207 0.626  -0.862
H 5.033 -2.743 -1.086  0.458
H 3.488 -2.028 -1.556  -0.366
H 4.478 -2.931 -2.739  0.383
H 3.881 -5.166 -1.541  0.444
H 2.503 -4.247 -2.058  0.069
H 3.697 -4.270 0.688  0.404
H 2.255 -5.156 0.251  0.254
C -0.990 0.437 6.077  -0.896
C -2.049 -0.682 6.196  -0.866
C -2.021 -1.660 4.998  -0.483
C -1.909 -0.979 3.641  0.278
N -1.900 -0.452 2.587  -0.608
H -1.241 1.199 5.339  0.271
H 0.018 0.035 5.978  0.173
H -0.972 0.921 7.054  0.436
H -3.066 -0.325 6.357  0.371
H -1.915 -1.257 7.112  0.378
H -2.924 -2.270 4.971  0.395
H -1.156 -2.317 5.092  0.361
C 0.110 6.158 -3.068  -1.069
C 1.462 5.524 -2.908  -0.846
C 1.467 3.980 -2.970  -0.359
C 0.682 3.253 -1.953  -0.065
N 0.107 2.674 -1.124  -0.132
H -0.619 5.714 -2.390  0.109
H -0.177 6.106 -4.119  0.384
H 0.141 7.226 -2.853  0.383
H 1.995 5.902 -2.035  0.419
H 2.066 5.816 -3.767  0.402
H 2.514 3.683 -3.032  0.133
H 1.171 3.745 -3.992  0.456
C 2.871 0.976 -4.357  -0.994
C 3.051 -0.515 -4.119  0.468
C 1.690 -1.237 -4.019  -0.819
C 0.884 -0.716 -2.894  -0.026
N 0.253 -0.337 -2.009  -0.582
H 3.801 1.497 -4.128  0.309
H 2.055 1.391 -3.766  -0.159
H 2.590 1.180 -5.390  0.504
H 3.544 -0.619 -3.153  -0.655
H 3.634 -1.058 -4.863  0.467
H 1.815 -2.319 -3.968  0.326
H 1.087 -1.054 -4.909  0.542
C -1.630 -4.570 2.027  -0.147
C -1.968 -6.025 2.039  -0.660
C -0.894 -6.959 1.426  -0.646
C -0.420 -6.426 0.127  0.410
N -0.008 -5.997 -0.871  -0.522
H -0.727 -4.376 2.604  0.564
H -2.442 -3.980 2.453  -0.092
H -1.540 -4.174 1.015  -0.312
H -2.918 -6.165 1.524  0.260
H -2.116 -6.334 3.074  0.418
H -1.140 -8.020 1.389  0.418
H -0.049 -6.935 2.114  0.299
C -6.038 -4.168 1.043  -1.718
C -4.905 -3.276 0.591  0.532
C -4.597 -2.061 1.512  1.392
C -5.809 -1.168 1.685  -0.160
N -6.760 -0.502 1.782  -0.548
H -6.293 -4.972 0.352  0.428
H -6.997 -3.653 1.094  0.430
H -5.895 -4.663 2.004  0.332
H -5.174 -2.917 -0.403  0.268
H -4.006 -3.876 0.447  -0.165
H -3.832 -1.406 1.093  -0.785
H -4.334 -2.351 2.529  -0.043
C 2.862 3.107 3.299  -0.985
C 3.861 2.120 3.762  -0.294
C 3.233 0.867 4.297  -0.662
C 2.057 0.366 3.505  -0.037
N 1.144 -0.045 2.892  -0.550
H 2.459 2.834 2.323  0.084
H 3.149 4.157 3.252  0.481
H 2.004 3.107 3.972  0.308
H 4.482 2.515 4.566  0.403
H 4.522 1.849 2.939  0.033
H 2.803 1.117 5.267  0.352
H 3.914 0.018 4.361  0.425

The calculation puts the LUMO energy at -0.05968 hartree. The total charge is +1. The strongest force on any atom comes out at 6.51 eV/Å. The value obtained for the gap between HOMO and LUMO is 9.6 eV. The HOMO energy is -11.18 eV.


Density functional theory data (ωB97M-V with the def2-TZVPD basis set) for a molecular structure, C44H71GeN5O3P3Ti in a non-equilibrium geometry.

Each line ends with the Mulliken charge.
CARTESIAN COORDINATES (ANGSTROEM)
Ti 0.569 -0.373 0.880  0.371
C 2.536 -1.632 -2.561  -1.585
C 3.474 -1.745 -1.364  0.054
C 3.521 -3.197 -0.880  -1.423
P 3.109 -0.574 0.026  1.522
C 3.691 1.021 -0.736  -2.643
N 2.871 2.164 -0.410  0.963
Ge 0.159 2.599 0.386  0.673
N -1.033 3.566 -0.690  1.275
C -2.343 3.100 -1.116  -2.095
P -2.453 1.441 -1.929  0.858
C -2.188 1.910 -3.695  0.446
C -0.793 2.509 -3.889  -1.311
C -2.398 0.745 -4.656  -1.448
C -4.271 1.150 -1.721  0.535
C -5.164 2.068 -2.556  -1.598
C -4.676 -0.312 -1.894  -1.061
C -0.901 4.948 -0.585  0.680
C -1.862 5.891 -0.973  -0.951
C -1.677 7.239 -0.724  -0.989
C -0.547 7.695 -0.057  -1.304
C 0.426 6.778 0.299  -0.267
C 0.268 5.444 -0.024  0.186
N 1.320 4.441 0.301  1.189
C 2.455 4.508 -0.621  -0.528
C 2.792 5.692 -1.228  0.152
C 3.913 5.800 -2.053  -0.957
C 4.731 4.700 -2.289  -0.990
C 4.406 3.495 -1.725  -0.951
C 3.252 3.333 -0.889  0.006
C 1.688 4.721 1.699  0.561
C 2.741 5.526 2.059  -0.102
C 2.831 5.975 3.376  -1.303
C 1.817 5.650 4.260  -0.789
C 0.777 4.805 3.892  -0.944
C 0.733 4.259 2.610  0.471
N -0.127 3.277 2.151  0.012
C -0.758 2.391 3.103  -1.529
P -0.017 0.675 3.266  1.390
C 1.421 0.803 4.426  1.044
C 2.492 1.756 3.891  -1.726
C 1.134 1.138 5.888  -1.653
C -1.425 -0.172 4.120  0.628
C -1.164 -1.652 4.383  -1.285
C -2.008 0.485 5.379  -1.745
C 4.485 -0.992 1.203  0.406
C 5.887 -1.089 0.598  -1.656
C 4.488 -0.039 2.384  -1.098
H 2.930 -2.246 -3.370  0.602
H 2.445 -0.614 -2.948  0.224
H 1.533 -1.989 -2.324  0.147
H 4.474 -1.456 -1.703  0.738
H 2.566 -3.503 -0.447  0.114
H 4.297 -3.379 -0.141  0.295
H 3.718 -3.859 -1.723  0.506
H 3.715 0.866 -1.826  0.932
H 4.736 1.180 -0.435  0.988
H -2.728 3.779 -1.883  0.455
H -3.070 3.131 -0.295  0.473
H -2.924 2.690 -3.928  0.621
H -0.027 1.731 -3.807  0.126
H -0.560 3.291 -3.169  0.105
H -0.700 2.929 -4.890  0.526
H -1.590 0.017 -4.562  0.164
H -2.387 1.105 -5.684  0.461
H -3.339 0.225 -4.502  0.278
H -4.425 1.395 -0.661  0.435
H -5.109 1.820 -3.615  0.331
H -4.910 3.120 -2.443  0.314
H -6.204 1.952 -2.252  0.476
H -4.528 -0.665 -2.912  0.219
H -5.734 -0.435 -1.663  0.504
H -4.119 -0.967 -1.222  -0.065
H -2.786 5.585 -1.437  0.588
H -2.445 7.936 -1.028  0.439
H -0.431 8.737 0.196  0.476
H 1.296 7.103 0.853  0.648
H 2.186 6.570 -1.085  0.657
H 4.140 6.754 -2.502  0.485
H 5.604 4.794 -2.917  0.447
H 5.020 2.631 -1.926  0.566
H 3.476 5.831 1.327  0.555
H 3.651 6.607 3.679  0.480
H 1.836 6.049 5.265  0.454
H 0.016 4.568 4.620  0.558
H -1.814 2.231 2.855  0.420
H -0.750 2.825 4.104  0.200
H 1.841 -0.213 4.394  0.169
H 2.266 2.774 4.184  0.509
H 2.607 1.736 2.804  -0.191
H 3.453 1.501 4.338  0.717
H 0.549 2.052 5.985  0.279
H 2.077 1.307 6.409  0.502
H 0.614 0.341 6.412  0.335
H -2.201 -0.099 3.345  0.023
H -0.352 -1.794 5.098  0.271
H -0.912 -2.207 3.477  0.128
H -2.050 -2.116 4.815  0.517
H -1.442 0.229 6.269  0.355
H -3.022 0.112 5.528  0.489
H -2.075 1.568 5.321  0.343
H 4.209 -1.984 1.582  0.369
H 6.237 -0.131 0.217  0.328
H 5.970 -1.821 -0.201  0.371
H 6.590 -1.386 1.377  0.489
H 4.648 0.997 2.080  0.237
H 5.290 -0.302 3.074  0.495
H 3.549 -0.071 2.932  -0.160
O -1.686 -0.548 0.897  -0.732
H -2.042 -1.394 1.200  0.229
H -2.075 -0.377 0.011  -0.553
O 0.192 -0.234 -1.227  1.032
H 0.717 0.449 -1.668  -0.034
H -0.735 -0.118 -1.529  -1.135
O -1.940 -2.190 -1.879  -0.510
H -1.522 -2.439 -2.709  0.262
H -2.774 -2.670 -1.895  0.277
C 0.909 -5.048 2.091  -0.740
C 0.158 -4.649 0.997  -0.882
C 0.088 -3.301 0.686  -0.855
N 0.721 -2.365 1.409  2.240
C 1.465 -2.759 2.456  -0.450
C 1.577 -4.082 2.831  -1.114
H 0.976 -6.091 2.358  0.462
H -0.368 -5.364 0.382  0.536
H -0.483 -2.954 -0.174  0.359
H 1.980 -1.980 3.010  0.017
H 2.180 -4.343 3.688  0.586

Its multiplicity is 4. The calculation puts the LUMO energy (spin up / spin down) at -0.16646 / -0.22658 hartree. The total charge is +2. The strongest force on any atom comes out at 1.88 eV/Å. The value obtained for the gap between HOMO and LUMO (spin up / spin down) is 7.0 / 5.4 eV. The HOMO energy (spin up / spin down) is -11.55 / -11.61 eV.